[1]
# C32H26F3IrN6O2PS

C32H26F3IrN6O2PS as an isolated structure in a non-equilibrium geometry (ωB97M-V with the def2-TZVPD basis set, OMol25).

Each line ends with the Mulliken charge.
Cartesian coordinates (Å):
Ir: -0.31 -0.21 0.04  1.7644
N: 3.84 -1.37 0.73  -0.3733
C: 2.61 -1.17 0.23  0.6315
S: 1.31 -1.18 1.36  -0.5479
N: 2.44 -1.07 -1.06  -1.4513
N: 1.12 -0.82 -1.35  0.4480
C: 0.79 -0.91 -2.59  1.0887
C: 1.70 -1.38 -3.66  -0.2909
C: 1.95 -0.56 -4.76  0.0968
C: 2.82 -0.99 -5.76  -0.9187
C: 3.43 -2.23 -5.66  -0.4494
C: 3.18 -3.04 -4.56  -0.7839
C: 2.33 -2.62 -3.56  -0.3300
C: -0.58 -0.51 -2.90  0.1426
C: -1.14 -0.69 -4.16  -0.6935
C: -2.42 -0.24 -4.41  -0.8509
C: -3.11 0.39 -3.39  -1.0008
C: -2.51 0.50 -2.15  0.0888
N: -1.27 0.05 -1.88  0.1514
H: 4.00 -1.30 1.72  0.2307
H: 4.62 -1.36 0.10  0.2525
H: 1.49 0.41 -4.83  0.5029
H: 3.01 -0.35 -6.61  0.4094
H: 4.12 -2.55 -6.43  0.4144
H: 3.65 -4.01 -4.49  0.4105
H: 2.13 -3.25 -2.71  0.4556
H: -0.57 -1.20 -4.92  0.6170
H: -2.87 -0.39 -5.38  0.4890
H: -4.10 0.79 -3.53  0.4886
H: -3.06 0.94 -1.33  0.2054
N: -2.86 -0.93 1.62  0.0498
P: -1.52 -1.81 1.07  1.7039
C: -2.17 -3.19 0.13  0.0284
C: -2.00 -3.23 -1.25  -0.1106
C: -2.55 -4.27 -1.99  -0.7996
C: -3.27 -5.26 -1.35  -0.5970
C: -3.44 -5.23 0.03  -0.7781
C: -2.89 -4.20 0.77  -0.5028
C: -0.94 -2.55 2.61  -0.3084
C: -0.24 -3.75 2.61  -0.3020
C: 0.30 -4.24 3.79  -0.7541
C: 0.15 -3.53 4.97  -0.5138
C: -0.54 -2.33 4.98  -0.7716
C: -1.08 -1.83 3.80  -0.3535
C: -2.84 0.44 1.51  -0.0589
C: -3.69 1.29 2.21  -0.9664
C: -3.60 2.64 1.96  -0.4834
C: -2.69 3.12 1.01  -0.9747
C: -1.88 2.22 0.38  -0.1065
N: -1.96 0.89 0.61  0.7993
H: -3.49 -1.34 2.29  0.4000
H: -1.43 -2.46 -1.74  0.3103
H: -2.40 -4.31 -3.07  0.4845
H: -3.70 -6.08 -1.93  0.4110
H: -4.00 -6.01 0.52  0.4265
H: -3.01 -4.19 1.85  0.4591
H: -0.11 -4.31 1.69  0.5274
H: 0.84 -5.18 3.78  0.4267
H: 0.59 -3.90 5.89  0.4165
H: -0.64 -1.76 5.89  0.4559
H: -1.59 -0.88 3.82  0.2702
H: -4.37 0.89 2.94  0.4759
H: -4.23 3.33 2.51  0.4281
H: -2.60 4.17 0.79  0.4736
H: -1.14 2.53 -0.34  0.4332
F: -1.16 2.30 3.93  -0.1892
C: 0.14 2.66 3.80  0.7019
F: 0.68 2.60 5.01  -0.2675
F: 0.14 3.95 3.40  -0.2847
C: 0.89 1.77 2.76  0.2477
O: 2.05 1.49 3.00  -0.6122
O: 0.14 1.48 1.77  -0.3926

Results
- E_LUMO (eV) = -3.866
- net charge = +1
- frontier orbital gap (Eh) = 0.24343
- HOMO level (Ha) = -0.3855
- energy relative to the best compared isomer or geometry (same formula, charge and spin) (kcal per mole) = 70.3

=====

[2]
# C48H56N10O3P

A 9-piece molecular cluster, C48H56N10O3P overall in a non-equilibrium geometry (ωB97M-V with the def2-TZVPD basis set, OMol25).

Each line ends with the Mulliken charge.
Cartesian coordinates (Å):
C: 0.95 -5.15 2.86  -0.8317
C: 0.11 -6.08 2.02  0.7627
O: -0.80 -6.64 2.49  -0.5097
O: 0.52 -6.22 0.74  -0.3322
C: -0.53 -6.30 -0.22  -0.8407
C: -0.81 -4.98 -0.87  -0.3153
N: -1.30 -3.95 0.10  0.7179
C: -0.79 -2.79 0.02  -0.0256
C: -1.35 -1.94 1.08  -0.7317
C: -2.64 -2.65 1.50  -0.9530
C: -2.30 -4.10 1.13  0.2520
P: -3.87 -5.03 0.71  -0.0301
N: -4.99 -4.52 1.91  -0.5848
O: -3.63 -6.64 1.06  -0.4697
H: 1.09 -5.67 3.79  0.1424
H: 1.93 -4.99 2.43  0.3494
H: 0.43 -4.23 3.10  0.1571
H: -1.44 -6.77 0.15  0.3629
H: -0.17 -6.94 -1.01  0.6653
H: -1.46 -5.10 -1.73  -0.3259
H: 0.13 -4.63 -1.27  0.5118
H: -0.06 -2.50 -0.71  0.6067
H: -0.64 -2.11 1.90  0.1455
H: -1.34 -0.87 0.97  0.4643
H: -3.44 -2.19 0.91  0.3551
H: -2.77 -2.46 2.55  0.4601
H: -1.97 -4.52 2.09  -0.0308
H: -5.78 -5.14 1.77  0.3446
H: -4.64 -4.73 2.84  0.2735
H: -3.28 -6.70 1.97  0.3607
N: -1.57 0.59 3.25  -0.4939
C: -2.23 0.26 4.37  -0.3636
C: -3.43 0.83 4.75  -0.4638
C: -3.99 1.80 3.93  -0.2760
C: -3.33 2.16 2.77  -0.0869
C: -2.13 1.52 2.48  -0.3379
H: -1.75 -0.50 4.98  0.4039
H: -3.92 0.52 5.67  0.4003
H: -4.93 2.27 4.20  0.3985
H: -3.73 2.91 2.10  0.5297
H: -1.58 1.77 1.58  0.4679
N: -4.16 4.30 0.31  -0.3731
C: -3.72 4.37 -0.95  -0.3627
C: -4.19 5.28 -1.88  -0.2815
C: -5.19 6.16 -1.49  -0.2048
C: -5.67 6.09 -0.19  -0.6087
C: -5.12 5.15 0.66  -0.1900
H: -2.94 3.67 -1.21  0.4039
H: -3.79 5.30 -2.89  0.4308
H: -5.59 6.88 -2.19  0.4093
H: -6.45 6.76 0.15  0.3597
H: -5.46 5.07 1.69  0.3674
N: 1.83 -6.89 -3.40  -0.4872
C: 2.37 -6.47 -4.54  -0.1984
C: 3.48 -5.65 -4.61  -0.3933
C: 4.06 -5.22 -3.43  -0.2404
C: 3.51 -5.64 -2.23  -0.5994
C: 2.40 -6.47 -2.27  -0.2920
H: 1.88 -6.83 -5.45  0.3890
H: 3.88 -5.34 -5.57  0.3799
H: 4.92 -4.57 -3.44  0.3945
H: 3.93 -5.33 -1.28  0.4006
H: 1.94 -6.83 -1.36  0.6538
N: -2.33 6.31 -4.12  -0.2482
C: -1.32 6.97 -3.56  -0.2498
C: -0.32 7.61 -4.27  -0.4721
C: -0.38 7.56 -5.66  -0.2821
C: -1.43 6.88 -6.26  -0.5859
C: -2.37 6.28 -5.45  -0.2003
H: -1.31 6.98 -2.47  0.3898
H: 0.48 8.12 -3.76  0.4548
H: 0.38 8.04 -6.26  0.3856
H: -1.51 6.82 -7.34  0.3777
H: -3.21 5.74 -5.88  0.3755
N: 2.10 8.10 -2.07  -0.3316
C: 1.81 7.95 -0.78  -0.1392
C: 2.75 7.68 0.20  -0.7200
C: 4.08 7.57 -0.18  0.0646
C: 4.40 7.73 -1.51  -0.6573
C: 3.39 7.99 -2.41  -0.1839
H: 0.76 8.04 -0.53  0.3705
H: 2.45 7.57 1.24  0.3700
H: 4.85 7.37 0.56  0.4231
H: 5.43 7.65 -1.85  0.4034
H: 3.60 8.13 -3.47  0.3695
N: 6.72 8.82 1.66  -0.2506
C: 7.30 9.28 0.55  0.3116
C: 8.38 10.14 0.55  -0.6935
C: 8.90 10.55 1.78  -0.1764
C: 8.31 10.07 2.94  -0.4669
C: 7.23 9.21 2.82  -0.2552
H: 6.86 8.95 -0.38  0.0627
H: 8.81 10.49 -0.38  0.3555
H: 9.75 11.22 1.82  0.3774
H: 8.68 10.36 3.91  0.3592
H: 6.74 8.82 3.71  0.3574
N: 1.38 -6.74 7.75  -0.5574
C: 2.64 -6.96 8.11  -0.1955
C: 3.53 -7.74 7.39  -0.3220
C: 3.08 -8.34 6.22  -0.2958
C: 1.77 -8.12 5.83  -0.3538
C: 0.97 -7.31 6.62  -0.2506
H: 2.95 -6.48 9.03  0.3584
H: 4.54 -7.89 7.73  0.3619
H: 3.74 -8.96 5.63  0.3800
H: 1.37 -8.57 4.93  0.4315
H: -0.06 -7.11 6.35  0.4424
N: -4.76 -4.49 -4.37  -0.5128
C: -3.51 -4.64 -3.95  -0.2041
C: -2.53 -5.31 -4.65  -0.0946
C: -2.87 -5.88 -5.87  -0.4804
C: -4.16 -5.74 -6.33  -0.3177
C: -5.07 -5.04 -5.55  -0.2384
H: -3.29 -4.18 -2.98  0.3634
H: -1.53 -5.40 -4.25  0.3871
H: -2.13 -6.42 -6.45  0.3797
H: -4.47 -6.17 -7.28  0.3723
H: -6.10 -4.90 -5.87  0.3648

Results
- E_LUMO (eV) = -3.537
- net charge = +1
- frontier orbital gap (Eh) = 0.26617
- HOMO level (Ha) = -0.3961

=====

[3]
# C18H16BaF6N4O11S2Si

C18H16BaF6N4O11S2Si as an isolated structure in a non-equilibrium geometry (ωB97M-V with the def2-TZVPD basis set, OMol25).

Each line ends with the Mulliken charge.
Cartesian coordinates (Å):
Ba: -0.33 -0.76 -1.46  2.0359
O: 3.94 0.27 -2.28  -0.7523
C: 2.75 0.59 -2.28  0.2601
O: 1.78 -0.18 -2.55  -0.8422
C: 2.39 2.07 -2.01  0.2201
C: 3.45 2.94 -2.05  -0.2476
C: 3.27 4.32 -1.94  -0.4576
C: 2.02 4.88 -1.82  -0.0486
C: 0.93 4.02 -1.76  -0.6727
C: 1.03 2.57 -1.78  0.2355
O: 0.04 1.83 -1.59  -0.3921
N: -0.38 4.68 -1.67  0.9945
O: -1.39 4.02 -1.61  -0.6149
O: -0.39 5.91 -1.64  -0.7103
N: 4.42 5.21 -1.99  1.0517
O: 5.53 4.72 -2.17  -0.6709
O: 4.23 6.42 -1.95  -0.6867
H: 4.43 2.51 -2.19  0.5953
H: 1.87 5.94 -1.77  0.6064
F: -5.35 -3.16 -1.44  -0.2226
C: -4.82 -1.95 -1.48  0.5960
F: -4.94 -1.40 -0.28  -0.1774
F: -5.50 -1.22 -2.35  -0.2176
S: -3.06 -2.06 -2.06  1.0861
O: -2.71 -0.67 -2.43  -0.7259
O: -3.08 -3.02 -3.12  -0.6368
N: -2.28 -2.60 -0.66  -0.4223
S: -0.96 -3.64 -0.91  1.0081
O: -0.15 -3.23 -2.06  -0.7198
O: -0.28 -3.88 0.31  -0.5810
C: -1.69 -5.30 -1.41  0.4815
F: -2.99 -5.36 -1.16  -0.2190
F: -1.48 -5.55 -2.69  -0.2116
F: -1.09 -6.26 -0.71  -0.2085
C: -2.55 0.90 0.74  -0.7545
Si: -1.38 0.12 2.02  0.0497
C: -2.37 -1.26 2.89  -1.0516
C: -1.11 1.48 3.34  -1.1523
N: 0.02 -0.39 1.21  0.2543
C: 1.12 -0.93 1.79  0.3071
C: 1.21 -1.21 3.17  -0.0873
C: 2.34 -1.76 3.74  -0.8408
C: 3.46 -2.07 2.97  -0.4669
C: 3.41 -1.77 1.61  -0.7293
C: 2.29 -1.21 1.04  0.0823
H: -3.37 1.39 1.27  0.4040
H: -3.01 0.15 0.10  0.1447
H: -2.04 1.63 0.12  0.1708
H: -3.34 -0.88 3.23  0.3382
H: -1.84 -1.67 3.75  0.3399
H: -2.57 -2.10 2.21  0.1935
H: -2.06 1.78 3.77  0.3233
H: -0.66 2.36 2.87  0.2830
H: -0.45 1.17 4.15  0.3246
H: 0.37 -1.01 3.81  0.1455
H: 2.35 -1.96 4.81  0.3320
H: 4.35 -2.50 3.42  0.3402
H: 4.27 -1.96 0.98  0.4105
H: 2.34 -0.97 -0.03  -0.0935

Results
- E_LUMO (eV) = 3.934
- net charge = -2
- frontier orbital gap (Eh) = 0.21402
- HOMO level (Ha) = -0.0695
- energy relative to the best compared isomer or geometry (same formula, charge and spin) (kcal per mole) = 0.0

=====

[4]
# C5H8N2

A 2-piece molecular cluster, C5H8N2 overall in a non-equilibrium geometry (ωB97M-V with the def2-TZVPD basis set, OMol25).

Each line ends with the Mulliken charge.
Cartesian coordinates (Å):
C: -0.63 -1.92 0.48  0.5904
C: 1.93 0.32 -1.48  -0.4202
C: 1.20 -0.67 -1.28  -0.1613
C: -1.51 0.92 0.67  -0.8775
C: -0.12 0.36 1.23  -0.1125
N: -1.26 -2.85 0.18  -0.5485
N: 0.12 -1.00 0.82  -0.4514
H: 2.44 0.51 -2.39  0.2821
H: 2.06 1.03 -0.66  0.2095
H: 0.59 -1.32 -1.91  0.3110
H: -1.27 1.26 -0.44  0.2061
H: -2.41 0.30 0.42  0.3190
H: -1.95 1.79 1.23  0.3091
H: 0.86 0.86 0.80  0.0241
H: -0.05 0.40 2.34  0.3200

Results
- E_LUMO (alpha / beta) (eV) = -1.425 / -0.603
- net charge = 0
- frontier orbital gap (alpha / beta) (Eh) = 0.26958 / 0.31842
- HOMO level (alpha / beta) (Ha) = -0.3219 / -0.3406
- energy relative to the best compared isomer or geometry (same formula, charge and spin) (kcal per mole) = 141.6

=====

[5]
# C10H19Cl6N

A 4-piece molecular cluster, C10H19Cl6N overall in a non-equilibrium geometry (ωB97M-V with the def2-TZVPD basis set, OMol25).

Each line ends with the Mulliken charge.
Cartesian coordinates (Å):
C: -3.61 -0.85 2.48  -1.3396
C: -2.25 -0.40 2.06  -0.2874
C: -2.02 0.31 0.72  0.0127
C: -0.65 0.79 0.46  0.0614
N: 0.40 1.21 0.25  -0.3583
H: -4.29 -0.03 2.72  0.3629
H: -3.49 -1.35 3.44  0.3739
H: -4.05 -1.62 1.83  0.2965
H: -1.69 -1.33 2.12  0.2566
H: -1.96 0.18 2.94  0.3397
H: -2.44 1.31 0.67  0.3051
H: -2.49 -0.24 -0.10  -0.0240
Cl: -0.48 -2.78 -0.64  -0.1394
C: -2.06 -3.61 -0.74  -0.4749
C: -2.76 -3.41 -2.09  -0.3987
Cl: -3.05 -1.65 -2.43  -0.1860
H: -2.65 -3.36 0.14  0.1894
H: -1.87 -4.67 -0.64  0.3939
H: -3.73 -3.90 -2.19  0.3262
H: -2.05 -3.90 -2.75  0.2981
Cl: 0.81 4.84 -1.25  -0.2225
C: 0.87 3.36 -2.34  -0.4506
C: 2.08 2.49 -2.22  -0.0779
Cl: 1.75 1.01 -3.22  -0.2092
H: 0.74 3.76 -3.35  0.3889
H: -0.01 2.78 -2.06  0.1840
H: 2.22 2.21 -1.17  -0.0239
H: 3.05 2.81 -2.61  0.4162
Cl: 6.17 -0.39 0.85  -0.2076
C: 4.51 0.06 1.42  -0.4835
C: 4.16 1.46 1.03  -0.1020
Cl: 4.99 2.68 2.03  -0.1971
H: 4.43 -0.16 2.48  0.3654
H: 3.88 -0.72 1.00  0.2648
H: 3.09 1.58 1.19  0.0618
H: 4.47 1.53 -0.02  0.2849

Results
- E_LUMO (eV) = 0.429
- net charge = 0
- frontier orbital gap (Eh) = 0.40148
- HOMO level (Ha) = -0.3857
- energy relative to the best compared isomer or geometry (same formula, charge and spin) (kcal per mole) = 15.9